Record 1
The following is a quantum chemistry calculation of a structure of composition C10H12N3 in a non-equilibrium geometry, from OMol25.

Calculated values
total energy: -15021.26665 eV

Structure (ORCA input):
```
! wB97M-V def2-TZVPD RIJCOSX def2/J DEFGRID3
* xyz 1 1
C 0.710 1.767 0.352
C 3.813 0.129 0.284
C 3.390 -1.085 -0.453
C 1.600 0.767 0.176
C 1.177 -0.653 -0.101
C -0.095 -1.192 -0.139
C -0.779 1.696 0.093
C -1.306 0.425 -0.309
C -2.030 0.214 -1.580
C -2.347 -1.562 1.109
N 2.942 1.081 0.382
N 2.139 -1.320 -0.664
N -1.256 -0.606 0.660
H 1.083 2.624 0.998
H 4.792 0.372 0.399
H 4.082 -1.686 -1.038
H -1.122 1.961 1.119
H -1.209 2.456 -0.563
H -3.139 -0.206 -1.499
H -1.572 -0.665 -1.984
H -1.998 1.063 -2.210
H -2.768 -1.948 0.213
H -2.099 -2.370 1.696
H -3.245 -0.981 1.554
H -0.764 -0.279 1.506
*
```


Record 2
The following is a quantum chemistry calculation of the molecule C16H13Cl2N3O3 in a non-equilibrium geometry, from OMol25.

Calculated values
total energy: -52460.25217 eV
SMILES string: Cc1ccc2c(Cl)cc(Cl)c(OCC(=O)Nc3cc(C)on3)c2n1

Structure (ORCA input):
```
! wB97M-V def2-TZVPD RIJCOSX def2/J DEFGRID3
* xyz 0 1
C -3.447 -3.449 -0.218
C -3.549 -1.966 -0.074
N -2.508 -1.258 -0.424
C -2.527 0.084 -0.324
C -3.677 0.774 0.161
C -4.785 -0.013 0.544
C -4.727 -1.372 0.428
H -5.561 -1.994 0.712
H -5.669 0.478 0.923
C -3.660 2.182 0.221
C -2.559 2.890 -0.183
C -1.433 2.208 -0.648
C -1.382 0.825 -0.731
O -0.255 0.299 -1.267
C 0.234 -0.970 -0.876
H -0.377 -1.422 -0.093
C 1.681 -0.881 -0.380
O 2.261 -1.857 0.037
N 2.206 0.366 -0.462
C 3.481 0.735 -0.097
N 3.873 1.980 -0.240
O 5.155 2.039 0.197
C 5.548 0.821 0.609
C 4.521 -0.063 0.448
H 4.480 -1.107 0.669
C 6.928 0.661 1.125
H 7.068 -0.351 1.491
H 7.110 1.370 1.931
H 7.649 0.862 0.334
H 1.625 1.108 -0.840
H 0.214 -1.641 -1.742
Cl -0.052 3.121 -1.143
H -2.546 3.967 -0.139
Cl -5.042 3.039 0.800
H -2.492 -3.714 -0.660
H -3.535 -3.925 0.758
H -4.254 -3.822 -0.846
*
```


Record 3
The following is a quantum chemistry calculation of a cluster of 2 separate species, CH2N4 in total in a non-equilibrium geometry, from OMol25.

Calculated values
total energy: -7028.22759 eV

Structure (ORCA input):
```
! wB97M-V def2-TZVPD RIJCOSX def2/J DEFGRID3
* xyz 0 1
C 2.046 -1.208 -0.357
N 0.418 0.466 -0.050
N 0.611 2.456 1.749
N 1.249 -0.284 -0.173
N 0.546 3.345 1.092
H 1.837 -2.229 -0.765
H 3.031 -1.027 -0.229
*
```


Record 4
The following is a quantum chemistry calculation of the ion C2H8NO2S with charge +1 in a non-equilibrium geometry, from OMol25.

Calculated values
total energy: -18612.46308 eV
SMILES string: C[C@H]([NH3+])OOS

Structure (ORCA input):
```
! wB97M-V def2-TZVPD RIJCOSX def2/J DEFGRID3
* xyz 1 1
C -1.464 -0.916 -0.119
C -0.263 -0.068 0.450
N -0.814 1.330 -0.152
O 0.864 -0.465 -0.252
O 2.139 0.308 0.449
S 3.564 0.110 -0.113
H -1.654 -0.768 -1.135
H -1.178 -2.034 -0.008
H -2.456 -0.825 0.280
H -0.015 -0.137 1.452
H -0.522 1.342 -1.161
H -1.758 1.334 0.156
H -0.163 2.047 0.143
H 3.717 -1.257 0.010
*
```


Record 5
The following is a quantum chemistry calculation of the molecule C4H6N2O2 in a non-equilibrium geometry, from OMol25.

Calculated values
total energy: -11317.77553 eV
SMILES string: Nc1c(O)c[nH]c1O

Structure (ORCA input):
```
! wB97M-V def2-TZVPD RIJCOSX def2/J DEFGRID3
* xyz 0 1
C -0.270 -0.579 -0.178
C 1.109 -0.249 0.161
C 1.206 1.099 0.221
C -0.958 0.669 -0.154
H -1.462 -2.210 0.636
H -0.314 -2.460 -0.866
H 2.967 -0.589 0.278
H 2.011 1.738 0.299
H -0.422 2.682 0.710
H -2.713 0.125 -0.480
N -1.008 -1.724 -0.391
N -0.061 1.720 0.038
O 2.136 -1.160 0.145
O -2.222 0.938 -0.419
*
```


Record 6
The following is a quantum chemistry calculation of a structure of composition FeH10O9S in a non-equilibrium geometry, from OMol25.

Calculated values
total energy: -63803.70305 eV
<S²>: 8.768

Structure (ORCA input):
```
! wB97M-V def2-TZVPD RIJCOSX def2/J DEFGRID3
* xyz 1 6
Fe -0.042 -0.117 -0.378
S 0.084 0.986 2.678
O -0.072 0.599 1.293
O 0.802 -0.137 3.324
O 0.818 2.259 2.709
O -1.259 1.172 3.223
O -0.136 -1.057 -2.224
H -0.075 -2.026 -2.360
H 0.367 -0.615 -2.950
O 1.711 0.700 -0.935
H 2.470 0.502 -0.348
H 1.935 1.552 -1.213
O -1.963 -0.804 -0.192
H -2.866 -0.732 -0.555
H -2.166 -1.458 0.484
O 0.935 -1.770 0.303
H 0.837 -2.282 1.107
H 1.912 -1.959 0.088
O -0.945 1.423 -1.214
H -1.404 1.468 -2.043
H -0.942 2.295 -0.798
*
```


Record 7
The following is a quantum chemistry calculation of a cluster of 2 separate species, C2H5NO2 in total in a non-equilibrium geometry, from OMol25.

Calculated values
total energy: -7738.42055 eV
SMILES string: NC=O.C=O

Structure (ORCA input):
```
! wB97M-V def2-TZVPD RIJCOSX def2/J DEFGRID3
* xyz 0 1
O 0.801 -0.316 1.981
C 0.812 -1.429 1.429
H 0.642 -1.352 0.348
H 0.872 -2.388 2.019
C -0.563 0.535 -1.473
N -0.356 1.221 -0.307
O -1.344 -0.399 -1.617
H 0.041 0.973 -2.453
H -0.504 2.259 -0.492
H -0.399 0.894 0.565
*
```


Record 8
The following is a quantum chemistry calculation of a structure of composition C36H41GeN5O2PtS2Se, from OMol25.

Calculated values
total energy: -196297.73544 eV
<S²>: 0.776

Structure (ORCA input):
```
! wB97M-V def2-TZVPD RIJCOSX def2/J DEFGRID3
* xyz 3 2
Pt -0.660 -0.233 0.305
C -1.659 0.098 3.850
O -0.992 -0.761 2.935
C -1.388 -2.116 3.020
C -2.428 -2.406 1.963
O -1.865 -2.051 0.684
C -2.680 -2.496 -0.413
H -1.356 -0.122 4.876
H -2.746 -0.002 3.773
H -1.366 1.116 3.599
H -1.773 -2.374 4.010
H -0.501 -2.717 2.828
H -3.344 -1.831 2.116
H -2.677 -3.470 1.957
H -2.761 -3.583 -0.378
H -2.187 -2.185 -1.331
H -3.674 -2.054 -0.364
C -4.241 0.329 1.028
Ge -2.674 1.100 0.147
C -3.143 1.301 -1.741
C -2.513 0.558 -2.741
C -2.964 0.594 -4.056
C -4.056 1.381 -4.391
C -4.698 2.124 -3.409
C -4.243 2.085 -2.100
C -2.643 2.946 0.964
C -3.210 3.031 2.258
C -3.187 4.181 3.022
C -2.583 5.331 2.521
C -2.023 5.323 1.234
C -1.425 6.483 0.721
C -0.961 6.525 -0.597
C -1.102 5.414 -1.404
C -1.666 4.240 -0.898
C -2.097 4.143 0.435
H -5.066 1.033 0.900
H -4.109 0.143 2.091
H -4.537 -0.601 0.549
H -1.670 -0.076 -2.475
H -2.483 -0.010 -4.816
H -4.413 1.411 -5.412
H -5.561 2.724 -3.663
H -4.756 2.680 -1.351
H -3.669 2.152 2.688
H -3.636 4.191 4.006
H -2.580 6.247 3.099
H -1.326 7.353 1.357
H -0.522 7.434 -0.985
H -0.798 5.468 -2.441
H -1.872 3.404 -1.548
C 6.383 -4.368 1.093
C 5.968 -2.953 0.901
C 6.806 -1.913 0.551
C 6.277 -0.637 0.383
N 4.957 -0.392 0.565
C 4.195 -1.371 0.932
S 2.492 -1.086 1.413
N 4.669 -2.635 1.086
C 7.117 0.528 0.010
H 7.413 -4.511 0.780
H 5.741 -5.038 0.520
H 6.301 -4.643 2.147
H 7.864 -2.096 0.429
H 4.017 -3.355 1.390
H 8.167 0.266 -0.083
H 6.999 1.307 0.764
H 6.760 0.947 -0.932
S 0.446 1.644 -0.243
C 1.115 1.207 -1.816
N 0.436 1.627 -2.916
C 0.865 1.441 -4.172
C 2.063 0.801 -4.361
C 2.715 0.368 -3.209
N 2.256 0.557 -1.975
H -0.459 2.080 -2.753
H 0.230 1.802 -4.970
H 2.465 0.640 -5.348
H 3.657 -0.163 -3.287
Se 1.370 -1.952 -0.252
C 1.199 -3.780 0.391
C 0.983 -4.712 -0.614
C 0.910 -6.055 -0.260
N 1.040 -6.489 0.987
C 1.240 -5.580 1.935
C 1.334 -4.213 1.697
H 0.878 -4.423 -1.652
H 0.754 -6.810 -1.021
H 1.334 -5.958 2.946
H 1.523 -3.537 2.522
*
```


Look up the total energy of the first one.
-15021.26665 eV


What did the eighth record say?
The following is a quantum chemistry calculation of a structure of composition C36H41GeN5O2PtS2Se, from OMol25.

Calculated values
total energy: -196297.73544 eV
<S²>: 0.776

Structure (ORCA input):
```
! wB97M-V def2-TZVPD RIJCOSX def2/J DEFGRID3
* xyz 3 2
Pt -0.660 -0.233 0.305
C -1.659 0.098 3.850
O -0.992 -0.761 2.935
C -1.388 -2.116 3.020
C -2.428 -2.406 1.963
O -1.865 -2.051 0.684
C -2.680 -2.496 -0.413
H -1.356 -0.122 4.876
H -2.746 -0.002 3.773
H -1.366 1.116 3.599
H -1.773 -2.374 4.010
H -0.501 -2.717 2.828
H -3.344 -1.831 2.116
H -2.677 -3.470 1.957
H -2.761 -3.583 -0.378
H -2.187 -2.185 -1.331
H -3.674 -2.054 -0.364
C -4.241 0.329 1.028
Ge -2.674 1.100 0.147
C -3.143 1.301 -1.741
C -2.513 0.558 -2.741
C -2.964 0.594 -4.056
C -4.056 1.381 -4.391
C -4.698 2.124 -3.409
C -4.243 2.085 -2.100
C -2.643 2.946 0.964
C -3.210 3.031 2.258
C -3.187 4.181 3.022
C -2.583 5.331 2.521
C -2.023 5.323 1.234
C -1.425 6.483 0.721
C -0.961 6.525 -0.597
C -1.102 5.414 -1.404
C -1.666 4.240 -0.898
C -2.097 4.143 0.435
H -5.066 1.033 0.900
H -4.109 0.143 2.091
H -4.537 -0.601 0.549
H -1.670 -0.076 -2.475
H -2.483 -0.010 -4.816
H -4.413 1.411 -5.412
H -5.561 2.724 -3.663
H -4.756 2.680 -1.351
H -3.669 2.152 2.688
H -3.636 4.191 4.006
H -2.580 6.247 3.099
H -1.326 7.353 1.357
H -0.522 7.434 -0.985
H -0.798 5.468 -2.441
H -1.872 3.404 -1.548
C 6.383 -4.368 1.093
C 5.968 -2.953 0.901
C 6.806 -1.913 0.551
C 6.277 -0.637 0.383
N 4.957 -0.392 0.565
C 4.195 -1.371 0.932
S 2.492 -1.086 1.413
N 4.669 -2.635 1.086
C 7.117 0.528 0.010
H 7.413 -4.511 0.780
H 5.741 -5.038 0.520
H 6.301 -4.643 2.147
H 7.864 -2.096 0.429
H 4.017 -3.355 1.390
H 8.167 0.266 -0.083
H 6.999 1.307 0.764
H 6.760 0.947 -0.932
S 0.446 1.644 -0.243
C 1.115 1.207 -1.816
N 0.436 1.627 -2.916
C 0.865 1.441 -4.172
C 2.063 0.801 -4.361
C 2.715 0.368 -3.209
N 2.256 0.557 -1.975
H -0.459 2.080 -2.753
H 0.230 1.802 -4.970
H 2.465 0.640 -5.348
H 3.657 -0.163 -3.287
Se 1.370 -1.952 -0.252
C 1.199 -3.780 0.391
C 0.983 -4.712 -0.614
C 0.910 -6.055 -0.260
N 1.040 -6.489 0.987
C 1.240 -5.580 1.935
C 1.334 -4.213 1.697
H 0.878 -4.423 -1.652
H 0.754 -6.810 -1.021
H 1.334 -5.958 2.946
H 1.523 -3.537 2.522
*
```


What did the seventh record say?
The following is a quantum chemistry calculation of a cluster of 2 separate species, C2H5NO2 in total in a non-equilibrium geometry, from OMol25.

Calculated values
total energy: -7738.42055 eV
SMILES string: NC=O.C=O

Structure (ORCA input):
```
! wB97M-V def2-TZVPD RIJCOSX def2/J DEFGRID3
* xyz 0 1
O 0.801 -0.316 1.981
C 0.812 -1.429 1.429
H 0.642 -1.352 0.348
H 0.872 -2.388 2.019
C -0.563 0.535 -1.473
N -0.356 1.221 -0.307
O -1.344 -0.399 -1.617
H 0.041 0.973 -2.453
H -0.504 2.259 -0.492
H -0.399 0.894 0.565
*
```


Which of these has the lowest total energy?
C36H41GeN5O2PtS2Se